{
  "formula": "C23H39BrClIrN2O8Si",
  "method": "the ωB97M-V functional and the def2-TZVPD basis",
  "e_tot_ha": -5039.08870,
  "e_above_lowest_kcal_mol": 20.9,
  "charge": -2,
  "multiplicity": 5,
  "elements": ["H", "H", "H", "H", "H", "C", "C", "H", "C", "H", "C", "H", "H", "N", "H", "H", "C", "H", "C", "H", "O", "H", "H", "C", "H", "C", "H", "H", "H", "H", "H", "C", "H", "H", "Si", "C", "C", "N", "Ir", "H", "C", "H", "Cl", "C", "H", "H", "C", "C", "H", "C", "C", "C", "O", "C", "O", "H", "C", "H", "H", "H", "O", "O", "H", "H", "C", "H", "H", "H", "H", "H", "O", "O", "O", "C", "Br", "C"],
  "xyz": [[-0.4411, -1.4429, 2.1600], [5.1510, -1.9843, -3.7126], [0.5962, 3.4896, 3.7865], [-3.1976, 2.3456, 0.1914], [-4.5269, 1.3388, 0.7857], [2.5579, -1.1394, -3.3305], [-2.4662, -0.6977, 1.7848], [2.4911, -2.9247, -1.2181], [2.0103, 4.6749, 2.7215], [1.5638, -1.2492, -2.9006], [-1.4775, -1.7186, 2.3606], [3.4854, 5.5661, 1.4396], [1.0695, 1.4284, 2.4017], [2.4769, 2.3725, 1.2469], [2.6418, -0.1189, -3.7031], [-0.1283, -2.8211, 0.4050], [-2.2336, 0.6133, 2.5516], [0.4941, -1.6898, -0.7826], [-0.2155, -2.5060, -0.6334], [-2.2837, 0.4171, 3.6296], [4.8044, 4.3818, -0.4960], [-3.6375, -2.9924, -1.0160], [-2.6096, -3.5041, 0.3268], [3.6332, -1.4108, -2.2698], [-5.1616, -0.8119, -0.4511], [-1.6108, -1.8352, -2.5351], [-2.3019, -4.1200, -1.2962], [-4.6432, -0.4699, 1.7561], [-4.7352, 2.2954, -0.6787], [-0.9474, -1.0034, -2.7834], [3.5400, -3.5681, -2.5039], [-4.0172, 1.6907, -0.1106], [-2.9754, 1.3778, 2.3197], [0.0903, -3.3518, -1.2632], [-2.0829, -0.4254, -0.1002], [-4.7283, -0.3478, -1.3398], [-2.9897, 1.1834, -2.2827], [3.5225, -0.4832, -1.2078], [2.9534, 0.8139, -0.0233], [-2.5987, -1.6300, -2.9510], [-3.8912, -1.1922, 2.0712], [-4.4698, -1.1434, -2.0404], [2.7412, -1.2937, 2.2315], [1.3234, 3.4970, 2.9866], [-4.1069, -2.1420, 1.5743], [-2.1133, 1.8001, -2.0800], [1.5767, 2.3686, 2.2325], [-3.5225, 0.5370, -0.9938], [-1.2260, -2.7349, -3.0321], [1.7486, 5.9515, 3.5695], [3.4633, -2.8297, -1.7008], [-2.6106, -3.2313, -0.7284], [2.8989, -2.6538, 1.8223], [2.9359, 4.6686, 1.6825], [3.9977, -0.6162, 2.3382], [-2.7043, 0.4496, -3.0346], [-1.6414, -2.0775, -1.0202], [-1.6006, -1.7713, 3.4492], [-1.2502, 1.0305, 2.3346], [-4.0167, -1.3458, 3.1518], [0.8859, 5.8143, 4.4582], [2.4386, 6.9377, 3.2565], [5.1590, -0.2555, -3.2859], [4.2308, -3.0301, -0.9523], [5.0295, -1.2660, -2.8974], [2.6746, -1.8444, -4.1591], [5.7985, -1.4467, -2.1454], [-1.6458, -2.7213, 1.9675], [-3.7726, 1.8186, -2.7184], [-5.5102, 0.2639, -1.8117], [1.9827, -1.2064, 3.4388], [4.2197, 2.2447, -0.7416], [1.9110, -0.6014, 1.1597], [4.1394, 3.4170, -0.1744], [0.7114, 1.3537, -1.4529], [3.1435, 3.5083, 0.9664]],
  "forces_ev_per_a": [[0.00, 0.02, 0.04], [0.00, 0.01, 0.00], [0.00, 0.00, 0.00], [0.00, 0.00, 0.00], [0.01, 0.02, 0.03], [0.00, 0.01, 0.03], [-0.03, -0.09, -0.03], [0.02, -0.02, 0.00], [-0.01, 0.04, 0.02], [-0.02, 0.00, 0.00], [0.02, -0.02, 0.01], [0.01, -0.01, 0.00], [0.00, -0.02, 0.00], [0.06, 0.19, -0.05], [0.00, 0.01, -0.01], [0.00, 0.00, -0.01], [-0.06, 0.02, -0.01], [0.00, 0.01, -0.02], [-0.04, 0.03, 0.04], [-0.01, 0.01, 0.00], [0.03, 0.01, 0.03], [0.01, -0.01, 0.00], [-0.03, -0.02, 0.01], [0.08, -0.15, -0.11], [-0.02, -0.01, -0.01], [0.00, 0.00, 0.01], [-0.01, 0.00, 0.00], [-0.06, 0.01, 0.00], [0.00, 0.00, -0.01], [0.00, 0.00, -0.02], [0.00, 0.01, -0.01], [0.03, -0.04, -0.02], [0.03, -0.02, 0.00], [-0.01, -0.02, -0.01], [-0.03, 0.06, 0.01], [0.01, 0.03, 0.02], [-0.02, -0.02, 0.00], [-0.06, 0.00, 0.08], [0.62, 0.06, -0.05], [0.01, -0.02, 0.01], [0.06, -0.03, 0.01], [0.00, 0.01, 0.00], [-0.39, 0.06, -0.34], [0.02, 0.02, -0.03], [0.02, 0.01, 0.01], [-0.01, 0.02, -0.02], [-0.05, -0.06, 0.05], [0.03, -0.02, -0.02], [0.01, -0.01, 0.00], [0.03, -0.09, -0.03], [0.01, 0.06, 0.04], [0.03, 0.03, -0.04], [0.13, -0.06, 0.00], [-0.04, -0.03, 0.01], [-0.03, -0.07, 0.03], [0.00, 0.04, 0.02], [0.03, 0.01, 0.01], [0.00, 0.02, 0.00], [0.04, 0.01, -0.01], [0.00, -0.01, 0.00], [-0.03, 0.02, 0.03], [0.00, 0.05, 0.00], [0.01, 0.00, -0.01], [-0.01, -0.01, 0.00], [-0.03, 0.03, 0.03], [0.00, 0.01, 0.00], [0.01, 0.00, 0.00], [0.02, -0.02, 0.00], [0.00, 0.01, 0.00], [-0.01, -0.01, 0.00], [0.01, 0.02, 0.07], [-0.30, 0.07, -0.04], [-0.01, -0.08, 0.31], [-0.06, -0.11, -0.06], [-0.06, -0.01, -0.01], [0.04, 0.02, 0.00]],
  "lowdin_spin": [0.0032, 0.0046, -0.0004, 0.0036, 0.0002, 0.0352, 0.0841, 0.0008, 0.0140, 0.0002, 0.0062, -0.0003, 0.0005, 0.0124, 0.0010, 0.0004, 0.0196, 0.0037, 0.0134, 0.0002, 0.0092, 0.0007, 0.0007, 0.1230, 0.0008, 0.0037, 0.0055, 0.0008, -0.0001, 0.0022, 0.0053, 0.0066, 0.0006, 0.0001, 0.5015, 0.0214, 0.0159, 1.0907, 1.2934, 0.0001, 0.0224, 0.0007, 0.0069, -0.0029, 0.0007, 0.0098, 0.0136, 0.0753, 0.0001, 0.0013, 0.0394, 0.0204, 0.0050, -0.0023, 0.0294, 0.0006, 0.0706, 0.0000, 0.0084, 0.0064, 0.0012, 0.0013, 0.0012, 0.0013, 0.0374, 0.0056, 0.0016, 0.0001, 0.0000, 0.0059, 0.0035, 0.0290, 0.0143, 0.0056, 0.2867, 0.0148]
}


{
  "formula": "C13H40O17P4",
  "method": "the ωB97M-V functional and the def2-TZVPD basis",
  "e_tot_ha": -3164.05222,
  "e_above_lowest_kcal_mol": 37.1,
  "smiles": "COP(=O)(OC)OC.COP(=O)(OC)OC.COP(=O)(OC)OC.COP(=O)(OC)OC.CO",
  "multiplicity": 1,
  "elements": ["C", "O", "H", "O", "H", "H", "O", "H", "C", "O", "C", "O", "H", "H", "H", "H", "H", "O", "H", "O", "C", "P", "C", "P", "H", "O", "H", "H", "H", "H", "H", "O", "C", "C", "O", "P", "H", "H", "H", "O", "O", "C", "H", "H", "C", "C", "O", "H", "H", "H", "H", "H", "H", "H", "H", "H", "H", "O", "H", "P", "H", "H", "H", "H", "H", "H", "C", "H", "C", "O", "H", "O", "C", "O"],
  "xyz": [[0.4302, 4.1487, -1.6250], [-2.6544, 4.1975, -2.2391], [4.6002, -5.6728, 4.6375], [1.4177, -1.2877, -1.0760], [-4.9026, 1.8479, -5.0248], [3.8570, -3.1091, 1.6556], [-2.8817, 6.0576, -0.6533], [-0.4613, -0.0873, -6.4073], [1.7544, -2.8614, 7.3058], [3.5327, -1.6707, 0.2237], [3.2871, -3.0283, 0.7300], [3.4392, -5.3905, 2.9195], [-4.1008, 0.7260, -6.2134], [1.9818, -3.9960, -2.9631], [-2.7522, 0.2005, -1.0867], [-1.5631, 0.1404, 5.0994], [-4.1408, 2.3886, -6.4410], [0.8025, -3.6341, 3.9809], [1.3455, 0.8031, -0.7164], [-0.5374, 1.3368, -3.8412], [-1.5883, -0.8538, 5.5454], [-1.9570, 4.7248, -0.8037], [-2.7507, 1.0528, -1.7662], [3.0556, -1.2832, -1.3093], [-4.7370, 5.7326, 0.1701], [-0.9444, -1.8058, 4.6017], [-2.2157, 5.8489, -3.3109], [-0.5309, -1.7442, -5.8812], [1.4471, 4.2499, -1.2457], [2.5731, -5.0542, 2.6777], [-3.8621, 5.1717, -3.3536], [-2.1497, 3.7854, 0.4002], [3.5448, -5.5488, 4.3948], [0.7279, -0.0926, -0.6488], [-2.7714, 1.9336, -5.0636], [0.5721, -2.4331, 4.8339], [0.4624, 4.1346, -2.7144], [3.2659, -4.7558, 5.0887], [-1.7553, -1.1471, -6.9912], [3.3126, -2.6682, -2.1850], [-0.4472, 5.1751, -1.2739], [-2.8000, 4.9347, -3.4155], [3.4717, -2.2713, 4.3244], [-2.6074, -1.1791, 5.7548], [-1.1516, -0.8815, -6.1233], [2.9755, -1.3076, 4.2089], [-2.8336, 0.4600, -3.0012], [0.2494, 3.0917, -1.4299], [3.6375, -3.7590, 0.0010], [3.0602, -0.9446, 3.1846], [-3.5574, 1.7629, -1.5839], [1.7987, -2.2869, -3.4315], [2.6292, -2.3582, 6.8942], [0.3487, -0.3228, 0.3468], [-1.0399, -0.7385, 6.4803], [-0.2455, -0.0540, -1.1378], [-3.7624, 7.2266, 0.6291], [3.6628, -0.0253, -1.9323], [3.5836, -0.6177, 4.7940], [-1.9109, 0.9115, -4.2024], [-3.2687, 5.7154, 1.3020], [2.2246, -3.0982, 0.9629], [-1.8111, 1.5771, -1.5919], [1.3512, -2.5170, 8.2582], [3.1016, -3.2124, -4.1388], [2.9419, -6.3682, 4.7865], [2.5150, -3.0833, -3.2293], [-2.4609, 4.3527, -4.2725], [-3.7678, 6.1536, 0.4377], [-2.0588, -0.5256, -5.0302], [1.8855, -3.9432, 7.2817], [1.6046, -1.2918, 4.6187], [-4.0274, 1.6530, -5.6447], [0.5560, -2.5846, 6.4690]],
  "forces_ev_per_a": [[1.73, -1.63, -1.96], [1.96, -1.80, 3.54], [-0.01, -0.50, -0.44], [1.77, 0.16, -1.12], [0.38, -0.48, 0.63], [0.00, -0.01, -0.20], [2.45, -1.03, -1.16], [-0.19, 0.25, 0.20], [-1.98, -0.14, -1.30], [0.24, 0.00, -2.14], [0.12, 0.96, -0.06], [0.47, 0.06, 2.27], [0.28, -0.45, 0.74], [0.06, -0.04, -0.07], [-0.37, 0.36, 0.53], [-0.26, -0.18, -0.33], [0.16, 0.28, -0.01], [-0.15, 1.28, 1.16], [-0.25, -0.11, -0.07], [-1.52, 0.07, -0.68], [0.99, -0.07, -0.48], [-2.17, -1.39, -0.14], [0.41, 0.29, 2.27], [-0.06, 0.77, -0.27], [0.07, 0.06, 0.33], [1.71, -0.03, 1.26], [-0.06, 0.21, -0.49], [-0.25, -0.01, 0.46], [-0.18, 0.86, 0.19], [-0.38, 0.10, 0.46], [-0.02, 0.31, -1.16], [1.06, 2.18, -3.63], [0.08, -0.10, -0.79], [-0.76, -1.03, 0.60], [0.74, 0.00, 0.44], [-2.02, -1.22, 0.63], [0.35, 0.17, -0.12], [-0.45, 0.97, -0.88], [-0.11, 0.10, 0.10], [1.00, 2.01, 3.07], [-2.89, 0.26, 2.03], [-0.07, 1.11, 0.61], [-0.46, -0.28, -0.21], [0.20, -0.13, -0.27], [-0.29, 0.29, 0.19], [0.53, 0.06, -0.36], [-0.02, -0.25, -2.39], [-1.20, 0.14, 0.76], [-0.21, -0.01, 0.17], [-0.20, -0.33, -0.09], [-0.07, -0.22, 0.02], [-0.38, -0.25, -0.29], [-0.07, 0.20, 0.41], [0.76, 0.41, 0.59], [0.06, -0.51, -0.04], [0.53, 0.38, -0.99], [-0.81, 0.00, 0.09], [-1.62, -3.22, 2.03], [-0.55, 0.20, 0.40], [0.47, -2.51, -0.60], [-0.68, -0.40, 0.10], [-0.01, -0.30, -0.15], [0.04, 0.10, -0.24], [0.95, -0.03, 0.14], [0.16, -0.20, 0.14], [0.19, -0.45, -0.49], [-1.33, 0.49, -1.19], [-0.32, 0.03, 0.06], [0.77, 0.89, 0.84], [1.08, 1.38, 0.08], [0.21, 0.09, 0.24], [0.61, 1.24, 0.04], [-0.77, 0.84, -1.59], [0.54, -0.23, -1.37]],
  "mulliken_charge": [-0.3848, -0.1093, 0.3391, -0.3450, 0.2808, 0.2577, -0.3651, 0.3418, -0.5017, -0.2923, -0.6629, -0.4889, 0.3100, 0.2734, 0.4084, 0.2654, 0.3048, -0.6469, 0.3219, -0.6735, -0.5928, 1.0976, -0.2633, 1.0080, 0.2573, -0.3799, 0.3406, 0.2439, 0.3766, 0.3092, 0.2486, -0.7372, -0.4584, -0.4879, -0.2496, 1.0350, 0.2962, -0.0045, 0.2998, -0.3309, -0.4014, -0.7006, 0.1617, 0.2449, -0.7441, -0.4719, -0.3705, -0.0475, 0.4149, 0.2272, 0.1964, 0.1713, 0.2528, 0.3128, 0.2805, 0.0330, 0.2599, -0.7256, 0.2980, 1.2470, 0.3294, 0.2974, -0.1218, 0.2549, 0.2591, 0.2889, -0.5117, 0.2043, -0.6861, -0.3790, 0.1990, -0.2668, -0.7840, -0.3639]
}


{
  "formula": "C3H3BrOS",
  "method": "the ωB97M-V functional and the def2-TZVPD basis",
  "e_tot_ha": -3163.43537,
  "e_above_lowest_kcal_mol": 0.0,
  "multiplicity": 3,
  "elements": ["S", "H", "O", "H", "C", "C", "C", "H", "Br"],
  "xyz": [[1.2527, -2.0031, 0.5206], [-1.8996, 0.8676, 0.4267], [0.3370, 1.6164, -0.7685], [-1.7375, -0.3568, -0.8317], [0.0368, 0.5823, -0.2725], [1.4568, -0.4549, 0.1325], [-1.2815, 0.0405, 0.0765], [-1.2266, -0.7449, 0.8236], [3.0619, 0.4528, -0.1073]],
  "forces_ev_per_a": [[-0.09, -1.31, 0.35], [-0.05, -0.06, 0.00], [-0.54, -0.22, 0.19], [-0.01, -0.06, -0.02], [3.63, -1.04, 0.31], [-2.33, 2.84, -0.89], [-0.68, -0.06, 0.07], [0.07, 0.00, 0.02], [-0.01, -0.10, -0.02]],
  "lowdin_spin": [0.9629, 0.0000, 0.1595, 0.0019, 0.1119, 0.5698, 0.0299, 0.0109, 0.1532]
}


{
  "formula": "C22H24N8O3SW",
  "method": "the ωB97M-V functional and the def2-TZVPD basis",
  "e_tot_ha": -1981.35417,
  "e_above_lowest_kcal_mol": 48.4,
  "charge": 2,
  "multiplicity": 1,
  "elements": ["N", "H", "C", "C", "C", "N", "H", "C", "O", "C", "H", "H", "H", "N", "S", "H", "H", "N", "H", "H", "C", "H", "C", "H", "H", "C", "H", "H", "H", "H", "C", "O", "C", "H", "C", "C", "H", "W", "H", "C", "H", "C", "C", "N", "O", "H", "N", "C", "C", "C", "C", "N", "N", "C", "C", "H", "H", "C", "H"],
  "xyz": [[0.8197, -0.2722, 4.8898], [4.5894, 1.2226, -3.3475], [2.7364, 0.4457, -0.5960], [-1.1172, -3.1692, -1.9637], [3.8450, 0.5182, -1.4774], [1.4945, 0.9453, -0.9835], [4.8272, 0.7379, 1.0740], [-3.5837, -2.2293, -0.5097], [0.7746, 1.9350, 1.2822], [0.0665, -3.7349, -2.3688], [1.6810, -0.3313, 5.4118], [-2.7428, 2.0226, -2.6246], [4.7853, -1.0140, 0.8750], [-2.1140, -0.5334, 0.4051], [-0.7874, -0.0728, 2.8192], [-0.0282, -0.1255, 5.4187], [4.7642, 0.0300, -1.2017], [1.7214, -0.2830, 1.3971], [0.0889, -4.5159, -3.1094], [-5.6102, -2.2159, 0.1727], [1.1915, -2.2293, -0.8817], [-0.6919, 1.1394, -2.6114], [0.1011, 2.8496, 1.9489], [0.6256, 2.3742, -2.2271], [-3.0038, 0.7439, 1.7926], [-4.4128, -0.6860, 1.1070], [-1.4245, 4.0500, 0.9846], [4.2794, -0.2842, 2.3798], [2.1072, -1.8992, -0.4121], [-2.0494, -3.5050, -2.3841], [-2.5344, 1.3637, -1.7765], [-3.4096, 3.0312, -0.2949], [-4.6373, -1.7605, 0.2393], [-3.7230, -3.0674, -1.1696], [2.8714, -0.0331, 0.7296], [2.5674, 1.8998, -2.9289], [-5.1947, -0.3102, 1.7456], [-0.1554, 0.4502, 0.3224], [-3.3783, 0.6745, -1.6918], [3.7573, 1.1927, -2.6604], [2.4966, 2.5451, -3.7908], [0.7404, -0.2322, 3.5646], [1.2440, -3.2840, -1.7545], [-1.4156, 2.0542, 0.2589], [0.5218, 3.4292, 2.9094], [-2.0600, 2.8740, 2.1290], [1.8041, -0.3762, 2.7750], [-2.5154, 2.2536, -0.5198], [4.2538, -0.1602, 1.3015], [-1.1234, -2.1382, -1.0102], [-1.2972, 3.0239, 1.3507], [0.0517, -1.5579, -0.5382], [-1.2599, 0.6187, -1.9355], [-3.1711, -0.1021, 1.1376], [1.5092, 1.7625, -2.0715], [2.1863, -3.7673, -1.9562], [2.7339, -0.4072, 3.1887], [-2.3194, -1.6325, -0.3905], [-1.4762, -0.2578, -2.4228]],
  "forces_ev_per_a": [[0.31, 0.01, -0.42], [0.05, 0.04, -0.02], [-0.74, 0.97, -3.12], [-0.07, 0.52, 0.40], [-0.77, -0.38, 1.32], [2.03, 0.55, 0.01], [0.00, 0.00, -0.01], [0.71, 0.22, -0.05], [1.10, -0.44, -0.01], [0.56, 0.32, 0.36], [0.05, -0.05, -0.11], [0.07, -0.16, 0.05], [-0.11, -0.02, -0.08], [-1.00, -1.00, -0.46], [0.28, 0.16, -0.09], [0.06, 0.04, -0.06], [0.15, 0.01, 0.09], [2.90, 1.27, -1.24], [-0.01, -0.13, -0.08], [-0.15, -0.10, -0.03], [-0.24, 0.58, 0.33], [-0.14, -0.33, 0.45], [-1.32, 0.66, 0.47], [0.03, -0.20, 0.09], [0.04, 0.05, -0.21], [-0.09, -0.55, -0.40], [-0.02, -0.20, 0.05], [0.06, -0.02, -0.04], [-0.21, -0.03, -0.15], [-0.15, -0.10, 0.02], [-0.37, 0.55, 0.28], [-0.30, 0.33, -0.01], [0.14, 0.60, 0.43], [0.03, -0.15, -0.06], [-2.03, -1.39, 3.23], [1.32, -0.58, 0.00], [-0.07, 0.11, 0.03], [-0.50, -1.43, -0.23], [0.14, -0.01, -0.04], [-0.97, 0.75, -0.72], [-0.09, 0.07, 0.00], [-1.50, 0.05, -0.38], [-0.61, -0.37, -0.30], [-0.90, 1.39, -0.11], [0.11, -0.07, -0.22], [0.21, 0.08, -0.06], [1.27, -0.45, 0.02], [0.71, -0.80, -0.37], [-0.18, 0.17, 0.20], [1.58, -0.14, -0.14], [0.21, -0.01, 0.23], [-0.67, -1.52, -0.58], [0.09, 0.16, 0.12], [0.44, 0.25, 0.02], [-0.78, -0.34, 0.75], [0.12, 0.04, -0.02], [-0.37, 0.03, -0.23], [-0.73, 0.84, 0.73], [0.27, 0.16, 0.35]],
  "mulliken_charge": [-0.3885, 0.5015, 0.8358, -1.1439, -1.2539, 0.3614, 0.4123, -1.0914, -0.5120, -0.7013, 0.2013, 0.4862, 0.3560, 0.4655, -0.5041, 0.2382, 0.5352, 0.0667, 0.4941, 0.4919, 0.1744, 0.4061, 0.2948, 0.7542, 0.2490, -1.0494, 0.4758, 0.4618, 0.4491, 0.4496, -0.7109, -0.6467, -0.7724, 0.4003, 0.8366, -1.1934, 0.4931, 0.8571, 0.2312, -0.5797, 0.4887, 0.7816, -1.0611, 0.3182, -0.6252, 0.3041, -0.2752, 0.4860, -1.7584, -0.0833, -0.4553, 0.3257, -0.3080, 0.3021, -0.2096, 0.4899, 0.0939, 1.5241, 0.2301]
}